Formula: C31H42F2N11OP
Source: the Open Molecules 2025 dataset
Level of theory: the ωB97M-V functional and the def2-TZVPD basis

largest force on an atom: 6.53 eV/A
E_HOMO: -8.05 eV
orbital gap: 6.5 eV
structure (SMILES): [H]/N=C(\C)Cc1c(F)cc2nc(CC(=O)N(C)C)c(F)nc2c1P(C)C.CC#N.CC#N.CC#N.CC#N.CC#N.CC#N.CC#N

Geometry as XYZ:
```
88
C31H42F2N11OP, DFT the ωB97M-V functional and the def2-TZVPD basis
C 6.926 -3.350 0.487
C 5.410 -3.171 -0.001
N 4.398 -3.629 0.729
C 4.997 -2.390 -1.367
C 3.656 -1.582 -1.006
C 2.289 -2.163 -1.499
F 2.153 -3.374 -2.253
C 1.003 -1.404 -1.106
C 1.063 -0.087 -0.230
N -0.205 0.500 0.109
C -0.086 1.658 0.925
C -1.470 2.351 1.394
C -2.763 1.484 1.026
O -3.692 2.069 0.370
N -3.012 0.093 1.403
C -3.059 -0.832 0.226
C -2.112 -0.392 2.492
C 1.297 2.226 1.344
F 1.271 3.412 2.165
N 2.584 1.710 1.047
C 2.399 0.518 0.261
C 3.726 -0.265 -0.148
P 5.474 0.277 0.351
C 6.268 1.417 -0.932
C 5.528 0.989 2.103
H 7.170 -2.616 1.346
H 7.666 -3.176 -0.374
H 7.005 -4.426 0.907
H 4.811 -4.073 1.570
H 4.698 -3.131 -2.205
H 5.823 -1.678 -1.716
H -0.024 -1.824 -1.423
H -1.453 2.618 2.509
H -1.560 3.338 0.806
H -4.056 -1.373 0.086
H -2.769 -0.230 -0.718
H -2.246 -1.644 0.326
H -2.708 -1.189 3.088
H -1.174 -0.948 2.100
H -1.801 0.398 3.255
H 7.253 0.920 -1.284
H 5.641 1.562 -1.884
H 6.586 2.429 -0.470
H 4.580 0.695 2.672
H 6.442 0.528 2.645
H 5.725 2.114 2.053
C 1.801 -2.711 2.450
C 0.736 -2.417 3.465
N -0.105 -2.185 4.266
H 2.716 -2.175 2.706
H 2.010 -3.781 2.429
H 1.468 -2.393 1.460
C 6.254 4.977 4.551
C 7.266 4.183 3.779
N 8.064 3.556 3.171
H 5.330 5.058 3.977
H 6.042 4.484 5.501
H 6.641 5.978 4.748
C -4.371 3.388 -2.736
C -4.869 4.009 -4.008
N -5.263 4.499 -5.011
H -4.595 2.320 -2.732
H -3.291 3.525 -2.654
H -4.855 3.857 -1.879
C -2.935 -5.014 -1.068
C -2.553 -3.643 -1.538
N -2.252 -2.560 -1.908
H -2.124 -5.715 -1.271
H -3.131 -4.997 0.006
H -3.834 -5.348 -1.589
C -2.327 -1.244 -5.179
C -3.040 -2.317 -5.948
N -3.603 -3.162 -6.555
H -2.754 -0.269 -5.418
H -2.429 -1.425 -4.107
H -1.267 -1.242 -5.440
C -5.747 -0.462 4.685
C -5.866 -1.511 3.619
N -5.958 -2.337 2.778
H -4.919 -0.704 5.353
H -5.564 0.512 4.228
H -6.671 -0.416 5.264
C -8.578 3.794 -5.441
C -9.649 4.068 -4.427
N -10.494 4.285 -3.628
H -7.671 4.343 -5.182
H -8.353 2.727 -5.465
H -8.914 4.109 -6.431
```